i:
15
Properties=species:S:1:pos:R:3:nbo_charge:R:1 method="wB97M-V/def2-TZVPD" charge=0 orbital_gap_ev="8.7 / 8.8"
C -0.5338 -0.4952 -0.2589 0.102
C -1.1428 0.5523 0.3839 -0.111
C -0.3999 -1.9758 -0.4129 -0.716
C -0.7211 1.9712 0.4480 -0.644
C 2.0040 -0.0454 -0.1772 0.093
F 2.4640 0.5767 0.9449 -0.346
Cl -2.8696 0.2864 0.5274 -0.049
H -1.0325 -2.2379 -1.2947 0.236
H 0.5311 -2.4569 -0.5922 0.230
H -0.9263 -2.5188 0.5066 0.237
H -1.1716 2.5652 -0.2844 0.226
H 0.3406 1.9180 0.1591 0.234
H -0.7859 2.4129 1.4234 0.230
H 2.0712 -1.0958 -0.3788 0.145
H 2.1726 0.5431 -0.9941 0.132

ii:
15
Properties=species:S:1:pos:R:3:nbo_charge:R:1 method="wB97M-V/def2-TZVPD" charge=0 orbital_gap_ev=10.4
C -3.1701 -0.1002 -0.9133 -0.602
C -2.8321 -0.1810 0.6553 -0.477
C -1.3222 0.0893 0.7063 -0.041
C -0.3029 0.5443 -0.1819 -0.318
C 1.1035 0.4616 0.2538 0.204
H -2.4247 -0.5708 -1.5161 0.207
H -3.4179 1.2044 -1.1036 0.231
H -4.0817 -1.0104 -0.8774 0.212
H -2.9962 -1.2281 0.7351 0.233
H -3.4020 0.4855 1.3204 0.244
H -0.7564 0.1414 1.7970 0.185
H -0.4472 0.3506 -1.1514 0.203
H 1.2668 0.5306 1.3616 0.197
F 2.1323 1.4386 -0.2196 -0.387
Cl 2.1301 -1.0432 -0.1006 -0.092

ii wins, 22.8 kcal/mol ahead of the next structure.

i:
10
Properties=species:S:1:pos:R:3:nbo_charge:R:1 method="wB97M-V/def2-TZVPD" charge=0 orbital_gap_ev=11.2 smiles="N#CNN(O)[N+](=O)[O-]"
N 3.2343 1.0796 0.6569 -0.310
C 2.1780 0.8978 0.2469 0.397
N 0.9395 0.7218 -0.4105 -0.458
N -0.0999 0.4549 0.3678 0.060
O -0.3517 -0.9594 0.5538 -0.517
N -1.3097 1.2218 0.2172 0.623
O -1.2214 2.3174 -0.2066 -0.321
O -2.3229 0.6698 0.6292 -0.359
H 0.9962 0.3284 -1.3205 0.405
H -0.0710 -1.0357 1.4222 0.480

ii:
10
Properties=species:S:1:pos:R:3:nbo_charge:R:1 method="wB97M-V/def2-TZVPD" charge=0 orbital_gap_ev="9.4 / 9.4"
C -0.0930 -0.1157 1.7557 0.378
N 0.3322 -0.7307 2.6257 -0.267
N -0.6375 0.6334 0.7340 -0.429
N -0.4036 0.4924 -0.5375 0.092
N -0.4008 -0.8563 -1.0482 0.617
O -1.0037 -1.6666 -0.3788 -0.360
O 0.2181 -1.0545 -1.9986 -0.297
O 1.2789 1.1892 -0.9280 -0.630
H -1.0703 1.6306 0.9510 0.452
H 1.7797 0.4783 -1.1753 0.445

i wins, 35.0 kcal/mol ahead of the next structure.